# 1
Here is C6H5FO in the gas phase in a non-equilibrium geometry from the Open Molecules 2025 dataset. Energies are from ωB97M-V with the def2-TZVPD basis set.

Results
LUMO level, Ha: 0.03159
Structure (SMILES): Oc1cccc(F)c1
Largest force on an atom, eV Å⁻¹: 5.6
Relative energy (zero: lowest compared OMol25 entry of this formula, charge and spin), eV: 0.597

Positions of all 13 atoms, in Å:
O (-2.216, -1.213, 0.081)
C (-1.039, -0.460, -0.039)
C (-0.966, 0.912, -0.173)
C (0.478, 1.459, 0.005)
C (1.538, 0.618, -0.023)
C (1.214, -0.715, -0.046)
F (2.282, -1.446, -0.052)
C (0.048, -1.323, -0.113)
H (-2.927, -0.613, -0.090)
H (-1.726, 1.614, -0.250)
H (0.749, 2.604, 0.330)
H (2.562, 1.016, 0.240)
H (0.003, -2.452, 0.129)

# 2
Here is C5H8O in the gas phase from the Open Molecules 2025 dataset. Energies are from ωB97M-V with the def2-TZVPD basis set.

Results
LUMO level, Ha: 0.03484
Structure (SMILES): C#CC(C)(C)O
Largest force on an atom, eV Å⁻¹: 0.5
Relative energy (zero: lowest compared OMol25 entry of this formula, charge and spin), eV: 1.950

Positions of all 14 atoms, in Å:
C (1.942, 0.624, 1.497)
C (0.999, 0.242, 0.853)
C (-0.192, -0.203, 0.090)
C (-0.968, 1.019, -0.412)
C (0.227, -1.106, -1.068)
O (-1.028, -1.004, 0.917)
H (2.786, 0.955, 2.062)
H (-1.254, 1.664, 0.427)
H (-0.368, 1.615, -1.107)
H (-1.875, 0.676, -0.919)
H (0.737, -1.993, -0.681)
H (0.897, -0.576, -1.750)
H (-0.666, -1.425, -1.615)
H (-1.236, -0.488, 1.707)

# 3
Here is 3 unconnected molecules or ions with the total composition C6H15N in a non-equilibrium geometry from the Open Molecules 2025 dataset. Energies are from ωB97M-V with the def2-TZVPD basis set.

Results
LUMO level (spin up / spin down), Ha: 0.00218 / 0.00220
Largest force on an atom, eV Å⁻¹: 1.8
Relative energy (zero: lowest compared OMol25 entry of this formula, charge and spin), eV: 6.130

Positions of all 22 atoms, in Å:
C (-1.534, -0.398, 0.189)
C (-2.191, -1.014, -1.026)
N (-1.572, 0.996, 0.303)
H (-1.570, 1.436, -0.616)
H (-0.639, 1.304, 0.757)
H (-1.835, -0.883, 1.125)
H (-0.342, -0.651, 0.162)
H (-3.274, -0.875, -0.996)
H (-1.994, -2.086, -1.079)
H (-1.824, -0.554, -1.947)
C (1.217, -0.811, 0.028)
C (1.468, -0.556, -1.435)
C (1.089, 1.299, 0.965)
C (1.205, 1.567, 2.255)
H (2.080, -0.643, 0.657)
H (0.917, -1.840, 0.241)
H (1.716, 1.775, 0.212)
H (2.231, -1.245, -1.814)
H (0.569, -0.700, -2.037)
H (1.827, 0.457, -1.612)
H (0.569, 1.107, 3.008)
H (1.887, 2.312, 2.662)

# 4
Here is a molecular structure, C28H38CsN10OSe4 from the Open Molecules 2025 dataset. Energies are from ωB97M-V with the def2-TZVPD basis set.

Results
LUMO level, Ha: 0.05898
Largest force on an atom, eV Å⁻¹: 0.7
Relative energy (zero: lowest compared OMol25 entry of this formula, charge and spin), eV: 0.766
Total charge: -1

Positions of all 82 atoms, in Å:
Cs (-1.443, 0.066, -0.281)
C (-0.436, -0.398, 4.285)
N (0.604, -0.712, 3.317)
C (0.825, -2.150, 3.221)
C (1.888, -2.405, 2.208)
N (1.691, -2.497, 0.924)
C (2.953, -2.652, 0.375)
C (3.332, -2.812, -0.955)
C (4.679, -2.943, -1.237)
C (5.644, -2.922, -0.219)
C (5.285, -2.776, 1.110)
C (3.929, -2.643, 1.383)
N (3.214, -2.497, 2.552)
C (-1.004, 0.959, 4.022)
N (-0.352, 1.992, 3.568)
C (-1.301, 3.011, 3.514)
C (-1.169, 4.333, 3.102)
C (-2.303, 5.125, 3.088)
C (-3.549, 4.617, 3.480)
C (-3.691, 3.312, 3.914)
C (-2.546, 2.528, 3.930)
N (-2.321, 1.213, 4.295)
H (-0.033, -0.427, 5.305)
H (-1.266, -1.113, 4.230)
H (0.254, -0.396, 2.416)
H (-0.078, -2.702, 2.928)
H (1.149, -2.517, 4.200)
H (2.576, -2.840, -1.730)
H (5.003, -3.068, -2.263)
H (6.690, -3.025, -0.477)
H (6.031, -2.764, 1.895)
H (3.579, -2.367, 3.478)
H (-0.207, 4.721, 2.792)
H (-2.236, 6.150, 2.746)
H (-4.421, 5.256, 3.426)
H (-4.657, 2.914, 4.196)
H (-3.018, 0.480, 4.241)
N (0.573, 2.251, 0.389)
C (0.556, 3.537, -0.285)
C (-0.083, 3.469, -1.667)
N (-1.449, 3.002, -1.630)
C (-2.168, 3.112, -2.885)
C (-2.105, 1.853, -3.743)
N (-2.771, 0.721, -3.096)
H (0.602, 2.305, 1.401)
H (1.304, 1.641, 0.048)
H (1.554, 3.986, -0.403)
H (-0.024, 4.231, 0.329)
H (0.502, 2.786, -2.295)
H (0.006, 4.472, -2.128)
H (-1.997, 3.384, -0.866)
H (-1.794, 3.959, -3.486)
H (-3.216, 3.314, -2.655)
H (-1.053, 1.597, -3.930)
H (-2.550, 2.099, -4.717)
H (-3.205, 0.113, -3.778)
H (-3.511, 1.044, -2.466)
C (2.845, 0.213, -3.238)
C (1.450, -0.316, -2.990)
O (0.736, 0.116, -2.102)
N (1.038, -1.307, -3.821)
C (-0.255, -1.959, -3.653)
C (-0.239, -3.069, -2.622)
C (0.549, -4.201, -2.789)
C (0.542, -5.168, -1.796)
C (-0.252, -4.973, -0.680)
C (-1.018, -3.817, -0.602)
N (-1.015, -2.889, -1.557)
H (2.929, 1.195, -2.779)
H (3.071, 0.283, -4.302)
H (3.572, -0.451, -2.768)
H (1.683, -1.657, -4.507)
H (-0.552, -2.351, -4.628)
H (-0.990, -1.216, -3.341)
H (1.161, -4.319, -3.676)
H (1.152, -6.058, -1.892)
H (-0.279, -5.693, 0.126)
H (-1.646, -3.606, 0.260)
Se (-4.766, 2.304, -0.489)
Se (-4.824, 1.102, 1.514)
Se (-4.559, -1.179, 0.932)
Se (-2.794, -1.910, 2.290)

# 5
Here is C4H9NO2 in the gas phase in a non-equilibrium geometry from the Open Molecules 2025 dataset. Energies are from ωB97M-V with the def2-TZVPD basis set.

Results
LUMO level, Ha: 0.03260
Structure (SMILES): CCNC(=O)OC
Largest force on an atom, eV Å⁻¹: 1.3
Relative energy (zero: lowest compared OMol25 entry of this formula, charge and spin), eV: 0.955

Positions of all 16 atoms, in Å:
C (-1.985, 0.909, 0.797)
C (-1.764, -0.438, 0.110)
N (-0.474, -0.529, -0.556)
C (0.699, -0.912, -0.012)
O (0.963, -1.346, 1.083)
O (1.616, -0.706, -1.045)
C (2.698, 0.143, -0.721)
H (-1.821, 1.726, 0.086)
H (-3.006, 0.997, 1.186)
H (-1.287, 1.031, 1.630)
H (-1.824, -1.251, 0.843)
H (-2.550, -0.623, -0.632)
H (-0.193, -0.105, -1.435)
H (3.390, 0.106, -1.565)
H (2.358, 1.182, -0.587)
H (3.176, -0.214, 0.191)